Entry 1:
This record from OMol25 describes a molecular structure, C21H30N2SiTi. The level of theory is ωB97M-V/def2-TZVPD.

Summary:
- energy (eV) = -56229.359
- ⟨S²⟩ = 0.76
- ΔE to the lowest compared entry with this formula, charge and spin (kJ/mol) = 145.8
- HOMO level (spin up / spin down) (eV) = -10.38 / -10.39
- spin multiplicity = 2
- total charge = +1
- gap between HOMO and LUMO (spin up / spin down) (eV) = 6.7 / 6.8
- lowest unoccupied orbital energy (spin up / spin down) (Eh) = -0.136 / -0.130

Atoms and positions in Å:
C  -1.7252  2.0256  2.8892
C  -2.3466  0.9831  2.1203
C  -1.6336  -0.2441  2.3912
H  -3.2365  1.0910  1.5002
C  -0.6477  0.0315  3.3932
C  -0.6866  1.4311  3.6852
H  -0.1460  1.9461  4.4808
H  -2.0667  3.0595  2.9736
H  -1.7643  -1.1953  1.8954
H  -0.0275  -0.7201  3.8846
Ti  -0.2597  1.0926  1.4505
C  2.9317  0.9761  -2.1949
H  2.6107  1.4180  -3.1714
H  2.8964  -0.1410  -2.1448
H  2.1886  1.2807  -1.4348
Si  -0.4839  -0.8963  -0.7660
C  -1.1871  -1.1046  -2.5342
C  -2.5119  -1.4318  -2.8983
H  -3.2717  -1.5508  -2.1314
C  -2.8681  -1.6457  -4.2429
H  -3.8862  -1.9294  -4.5140
C  -1.9400  -1.4749  -5.2662
H  -2.1958  -1.6319  -6.3153
C  -0.6303  -1.1117  -4.9203
H  0.1119  -0.9468  -5.7099
C  -0.2629  -0.9493  -3.5770
H  0.7754  -0.7338  -3.3150
C  0.0522  -2.7723  -0.6295
C  -0.3237  -3.8960  -1.4172
H  -1.0118  -3.8058  -2.2732
C  0.0673  -5.2085  -1.0911
H  -0.2116  -6.0562  -1.7296
C  0.7665  -5.4466  0.0897
H  0.9770  -6.4635  0.3899
C  1.1319  -4.3874  0.9023
H  1.6790  -4.5791  1.8173
C  0.7208  -3.0954  0.5728
H  0.8620  -2.3211  1.3380
H  -1.7915  -1.1144  -0.1597
H  3.8799  1.3659  -1.8757
N  -0.3364  3.0775  0.6909
C  0.6557  4.1565  1.0371
C  0.9772  4.2026  2.5173
C  1.9218  3.1049  2.9659
N  1.5948  1.7461  2.3692
H  -0.3605  2.9578  -0.3321
H  -1.2800  3.4281  0.9016
H  1.5646  3.9834  0.4628
H  0.2445  5.1150  0.7003
H  1.4441  5.1716  2.7349
H  0.0520  4.2197  3.1178
H  2.9517  3.3425  2.6582
H  1.9242  3.0325  4.0578
H  1.8594  1.0356  3.0607
H  2.2526  1.5787  1.5955

---

Entry 2:
This record from OMol25 describes C21H31BrN4O2 in the gas phase. The level of theory is ωB97M-V/def2-TZVPD.

Summary:
- energy (eV) = -102379.741
- ΔE to the lowest compared entry with this formula, charge and spin (kJ/mol) = 6.9
- HOMO level (eV) = -8.25
- gap between HOMO and LUMO (eV) = 8.6
- lowest unoccupied orbital energy (Eh) = 0.014

Atoms and positions in Å:
C  -0.8572  0.1353  -7.7534
C  -0.2626  -0.3069  -6.4271
N  -1.2486  -0.9184  -5.5501
C  -1.7516  -2.2005  -6.0231
C  -2.4471  -2.7653  -4.7959
C  -1.4915  -2.3763  -3.6611
C  -0.7415  -1.1362  -4.1885
C  -1.0035  0.1136  -3.3557
N  -0.4534  0.0248  -2.0115
C  -1.1891  0.5359  -0.8654
C  -0.2534  0.2320  0.3099
C  -0.4290  1.2061  1.4596
O  -0.5663  2.3982  1.2813
N  -0.3695  0.6315  2.6989
C  -0.4861  1.3223  3.9334
C  -1.4527  2.2899  4.1335
C  -1.5872  2.9137  5.3652
C  -0.7415  2.5285  6.3875
Br  -0.9111  3.3450  8.0895
C  0.2412  1.5704  6.2105
C  0.3962  0.9606  4.9656
N  1.3453  -0.0255  4.7174
C  2.4405  -0.2834  5.6486
C  3.4387  0.8707  5.7188
C  3.1254  -1.5759  5.2306
C  1.1363  0.3379  -0.3297
C  0.8956  0.0552  -1.8025
O  1.7494  -0.0787  -2.6541
H  -0.1072  0.6559  -8.3497
H  -1.2126  -0.7131  -8.3392
H  -1.6977  0.8099  -7.5863
H  0.5764  -1.0025  -6.6043
H  0.1580  0.5585  -5.9121
H  -2.4190  -2.0719  -6.8750
H  -0.9245  -2.8639  -6.3358
H  -3.4124  -2.2715  -4.6727
H  -2.6201  -3.8390  -4.8578
H  -2.0175  -2.1653  -2.7282
H  -0.7879  -3.1832  -3.4554
H  0.3372  -1.3267  -4.2041
H  -0.5883  0.9904  -3.8632
H  -2.0823  0.2547  -3.2731
H  -1.3588  1.6147  -0.9394
H  -2.1542  0.0360  -0.7711
H  -0.4229  -0.7946  0.6433
H  -0.2932  -0.3724  2.7489
H  -2.1018  2.5603  3.3133
H  -2.3377  3.6734  5.5247
H  0.8884  1.3177  7.0362
H  1.6525  -0.0304  3.7536
H  1.9934  -0.4403  6.6327
H  4.1977  0.6795  6.4788
H  3.9453  0.9851  4.7574
H  2.9490  1.8150  5.9555
H  3.9440  -1.8131  5.9097
H  2.4204  -2.4065  5.2261
H  3.5480  -1.4754  4.2269
H  1.5232  1.3572  -0.2531
H  1.8788  -0.3431  0.0813

---

Entry 3:
This record from OMol25 describes a molecular structure, C21H31EuN7OS2. The level of theory is ωB97M-V/def2-TZVPD.

Summary:
- energy (eV) = -75760.865
- ⟨S²⟩ = 15.76
- ΔE to the lowest compared entry with this formula, charge and spin (kJ/mol) = 0.0
- HOMO level (spin up / spin down) (eV) = -5.27 / -6.29
- spin multiplicity = 8
- gap between HOMO and LUMO (spin up / spin down) (eV) = 5.4 / 6.5
- lowest unoccupied orbital energy (spin up / spin down) (Eh) = 0.007 / 0.006

Atoms and positions in Å:
Eu  -0.2844  -0.0611  -0.5543
C  0.3976  -0.0805  -3.9106
C  -1.1010  0.2058  -4.0363
N  -1.7789  0.4307  -2.7603
C  -2.9817  -0.3634  -2.4948
C  -2.6927  -1.8640  -2.4132
N  -1.5703  -2.2213  -1.5517
C  -0.5830  -3.1280  -2.1214
C  0.2201  -2.4669  -3.2439
N  0.6885  -1.1166  -2.9258
H  0.7419  -0.3473  -4.9221
H  0.9245  0.8230  -3.5960
H  -1.2288  1.0685  -4.6981
H  -1.5884  -0.6234  -4.5555
H  -1.9691  1.4130  -2.6204
H  -3.3820  -0.0287  -1.5353
H  -3.7529  -0.2201  -3.2661
H  -3.6138  -2.3631  -2.0941
H  -2.4984  -2.2516  -3.4174
H  -1.8790  -2.5245  -0.6377
H  0.0871  -3.4217  -1.3123
H  -1.0273  -4.0485  -2.5305
H  1.0594  -3.1210  -3.4991
H  -0.3862  -2.4148  -4.1531
H  1.6670  -1.1121  -2.6732
S  1.4777  -1.9560  0.5329
C  1.9590  -1.4565  2.1582
C  2.9861  -2.1730  2.7907
C  3.4275  -1.8880  4.0686
C  2.8418  -0.8607  4.7991
C  1.8206  -0.1412  4.2045
C  1.3750  -0.3999  2.9037
S  0.1369  0.7148  2.2929
H  3.4465  -2.9879  2.2449
H  4.2294  -2.4790  4.4961
H  3.1671  -0.6312  5.8056
H  1.3346  0.6613  4.7477
N  0.1996  4.2576  0.7816
C  -1.1657  4.4614  0.7013
C  -1.6281  3.4890  -0.1248
N  -0.5917  2.6787  -0.5348
C  0.4822  3.1616  0.0385
C  1.8008  2.5278  -0.0612
N  2.0149  1.4372  -0.7472
C  3.3231  1.0870  -0.4997
C  3.8971  1.9914  0.3330
N  2.9135  2.9288  0.6011
H  0.8313  4.7658  1.3731
H  -1.6471  5.2667  1.2268
H  -2.6467  3.3037  -0.4222
H  3.7451  0.1764  -0.8887
H  4.8754  2.0635  0.7740
H  2.9989  3.6842  1.2562
C  -1.5659  -1.5362  2.8310
C  -1.7289  -0.2189  2.1015
C  -2.6002  0.7784  2.8469
O  -2.0505  -0.3201  0.8202
H  -2.5665  -1.9412  3.0157
H  -1.0546  -1.4354  3.7887
H  -0.9986  -2.2305  2.2112
H  -3.6303  0.4128  2.7864
H  -2.5629  1.7620  2.3756
H  -2.3143  0.8830  3.8941

---

Entry 4:
This record from OMol25 describes 5 unconnected molecules or ions with the total composition C21H31F12O14PS. The level of theory is ωB97M-V/def2-TZVPD.

Summary:
- energy (eV) = -103678.378
- HOMO level (eV) = -9.15
- gap between HOMO and LUMO (eV) = 9.5
- lowest unoccupied orbital energy (Eh) = 0.015

Atoms and positions in Å:
O  0.9451  0.4216  3.2041
C  0.3282  -0.0315  2.3507
O  0.1426  0.6408  1.1917
C  -1.2022  1.1751  1.2476
O  -1.7354  0.9783  -0.0120
C  -3.1108  1.2663  -0.0769
O  -3.9163  0.1706  0.2468
C  -4.3174  0.1380  1.6030
C  -5.6807  -0.6598  1.7022
O  -5.9644  -1.2657  0.4581
O  -0.1892  -1.2836  2.4790
P  0.3125  -2.3085  1.2341
S  -1.1205  -2.7864  0.0381
H  -1.1598  2.2345  1.5349
H  -1.7268  0.6355  2.0468
H  -3.3930  2.1710  0.4819
H  -3.3209  1.4799  -1.1262
H  -3.6035  -0.4312  2.2198
H  -4.3902  1.1351  2.0534
H  -6.4764  0.0178  2.0074
H  -5.5930  -1.4767  2.4226
H  -5.3752  -2.0138  0.3351
H  0.8501  -3.4214  1.9154
H  1.3312  -1.6013  0.5600
C  1.9682  3.1359  1.4988
C  2.6309  3.5409  0.2013
O  2.1584  4.8233  -0.2564
C  2.7105  5.8893  0.3208
O  3.5414  5.8622  1.1767
C  2.1533  7.1819  -0.2937
F  0.8184  7.1404  -0.4184
F  2.6607  7.4036  -1.5228
F  2.4466  8.2470  0.4507
H  0.8845  3.1570  1.3964
H  2.2735  2.1328  1.7843
H  2.2285  3.8201  2.3069
H  2.3734  2.8292  -0.5823
H  3.7174  3.5477  0.2908
C  3.3077  5.0014  -3.7018
C  4.7230  4.5759  -4.0299
O  4.8294  3.1416  -4.1129
C  4.4333  2.5882  -5.2540
O  3.9985  3.1714  -6.2004
C  4.6542  1.0709  -5.1985
F  4.2273  0.5458  -4.0377
F  5.9616  0.7741  -5.3155
F  4.0102  0.4447  -6.1825
H  2.9616  4.5103  -2.7913
H  3.2539  6.0793  -3.5602
H  2.6188  4.7227  -4.4992
H  5.3977  4.8829  -3.2324
H  5.0796  5.0379  -4.9502
C  -8.8904  -6.7955  4.0007
C  -9.0510  -5.4147  3.4008
O  -8.4506  -4.4118  4.2408
C  -7.1339  -4.2735  4.1339
O  -6.4205  -4.9060  3.4146
C  -6.6531  -3.1410  5.0488
F  -7.1947  -3.2177  6.2737
F  -6.9851  -1.9418  4.5377
F  -5.3276  -3.1565  5.2029
H  -9.2875  -6.8190  5.0165
H  -9.4176  -7.5359  3.3996
H  -7.8400  -7.0802  4.0578
H  -10.1068  -5.1586  3.3329
H  -8.6387  -5.3623  2.3934
C  5.9080  -2.6246  -4.3001
C  6.7388  -2.8014  -3.0468
O  5.9657  -2.5074  -1.8678
C  5.1648  -3.4745  -1.4372
O  5.0303  -4.5494  -1.9387
C  4.4505  -3.0220  -0.1584
F  3.9617  -1.7735  -0.2684
F  5.2869  -3.0246  0.8915
F  3.4232  -3.8213  0.1466
H  5.4734  -1.6246  -4.3318
H  6.5224  -2.7695  -5.1883
H  5.0832  -3.3365  -4.3295
H  7.5681  -2.0963  -3.0473
H  7.1638  -3.8027  -2.9820